Record 1
This record from OMol25 describes a molecular structure, C32H39N5O4S5Sr. The level of theory is ωB97M-V with the def2-TZVPD basis set.

Each line ends with the Mulliken charge.
Geometry (Å):
Sr1 0.62386 -0.32571 -1.00859  3.5682
C1 2.94896 -2.22601 -3.69179  -0.8651
O1 3.04716 -1.24011 -2.70889  -0.0721
C2 3.90956 -1.58181 -1.65449  -0.6783
C3 3.77286 -0.47041 -0.61859  -0.7993
O2 2.52326 -0.53931 0.00081  -0.1711
C4 2.50396 -0.96591 1.33641  0.8048
C5 3.04136 -2.38081 1.58371  -0.9224
O3 2.54496 -3.34361 0.67201  -0.2730
C6 1.67676 -4.29201 1.25291  -0.5722
H1 3.91246 -2.37061 -4.20289  0.3209
H2 2.20066 -1.87491 -4.39649  0.2224
H3 2.63426 -3.18401 -3.26459  0.3133
H4 4.95156 -1.65271 -2.01919  0.4729
H5 3.61416 -2.54111 -1.21019  0.3763
H6 3.82866 0.47609 -1.16579  0.1647
H7 4.58946 -0.50411 0.11121  0.3620
H8 1.46116 -0.92771 1.65531  -0.9464
H9 3.07266 -0.27271 1.97081  0.3286
H10 2.77706 -2.64951 2.61091  0.5589
H11 4.13686 -2.39291 1.48191  0.2830
H12 0.85296 -3.80761 1.77911  0.1242
H13 2.22936 -4.93761 1.95051  0.3174
H14 1.27696 -4.89411 0.43971  0.2497
S1 -2.13244 -0.42021 8.42191  -0.4262
C7 -1.36594 -0.44311 6.95051  0.0771
S2 -1.54604 -1.70381 5.78091  -0.1339
C8 -0.42444 -1.08471 4.54101  -0.5193
C9 0.18056 0.10609 4.84921  0.2260
S3 1.25846 0.98169 3.89181  -0.5954
S4 -0.25994 0.78029 6.43561  -0.1743
S5 -0.23614 -2.00231 3.13831  -0.3584
C10 -3.35874 0.44589 2.95551  -1.0077
C11 -2.45204 1.22549 2.00061  0.2720
C12 -3.15524 1.54679 0.71301  0.4389
C13 -4.05494 2.60479 0.68011  -0.2654
C14 -4.72784 2.93759 -0.48269  -1.1470
C15 -4.47704 2.22199 -1.64259  -0.5397
C16 -3.59394 1.15519 -1.64619  0.4744
C17 -3.33354 0.39039 -2.91629  -0.4172
C18 -4.27374 -0.80901 -3.05909  -1.2607
C19 -2.93764 0.79559 -0.45309  -0.6868
N1 -2.03354 -0.25341 -0.51439  1.7742
C20 -2.42554 -1.47311 -0.41659  -0.8047
C21 -1.62674 -2.57871 -0.76039  -0.0038
C22 -2.02414 -3.92591 -0.81229  -0.9834
C23 -0.94954 -4.62331 -1.33789  -1.0812
C24 0.04736 -3.67161 -1.57219  -1.0836
N2 -0.34904 -2.45011 -1.23119  0.0858
H15 -2.83464 0.23099 3.88351  0.1198
H16 -3.64294 -0.50251 2.50591  0.2260
H17 -4.26304 1.00989 3.19331  0.3886
H18 -1.54944 0.64349 1.80051  -0.5276
H19 -2.15094 2.16029 2.48241  0.4853
H20 -4.22864 3.17349 1.58601  0.4524
H21 -5.44154 3.75209 -0.49599  0.3127
H22 -4.97264 2.49419 -2.56749  0.4208
H23 -2.29524 0.04069 -2.91549  -0.4476
H24 -3.47884 1.05369 -3.77439  0.5760
H25 -4.06514 -1.54151 -2.28429  0.3151
H26 -4.12954 -1.28461 -4.02769  0.3735
H27 -5.31364 -0.49071 -2.97509  0.3510
H28 -3.45734 -1.70201 -0.10829  0.4251
H29 -2.97944 -4.31501 -0.50899  0.4788
H30 -0.87374 -5.68431 -1.51249  0.4376
H31 1.03996 -3.85221 -1.95529  0.5977
C25 4.59286 4.26629 -0.02079  -0.2445
C26 4.09286 3.98919 -1.29079  -0.7366
C27 3.07536 3.06379 -1.41279  -0.3926
N3 2.54196 2.42019 -0.37759  0.3079
C28 2.99706 2.70939 0.83791  -0.2634
C29 4.01526 3.61619 1.06591  -0.8726
H32 5.41106 4.95969 0.11871  0.3674
H33 4.49056 4.48559 -2.16439  0.4357
H34 2.65686 2.80649 -2.37679  0.4651
H35 2.51976 2.18829 1.65571  0.4880
H36 4.34976 3.81159 2.07291  0.4834
O4 1.17166 1.57099 -4.99189  -0.7716
C30 0.74426 0.99019 -4.04679  0.4597
N4 0.28146 0.41239 -3.13589  -1.1371
C31 -1.24184 4.22029 -0.43239  -1.4033
C32 -0.65244 2.90909 -0.47239  0.4861
N5 -0.13294 1.89539 -0.51689  -0.6674
H37 -2.27024 4.18119 -0.79519  0.2543
H38 -0.64654 4.88549 -1.05679  0.4279
H39 -1.23884 4.57899 0.59621  0.3011

E_HOMO, eV: -0.28
Lowest unoccupied orbital energy, eV: 3.805
2S+1: 1
HOMO-LUMO gap, eV: 4.09
Energy relative to the best compared isomer or geometry (same formula, charge and spin), kJ/mol: 225.7
Total charge: -2
Calculated total energy, a.u.: -3839.2831

***

Record 2
This record from OMol25 describes a molecular structure, C32H39N5Ti. The level of theory is ωB97M-V with the def2-TZVPD basis set.

Each line ends with the Löwdin spin population.
Geometry (Å):
Ti1 -0.04255 -0.60027 -0.66953  1.2658
N1 5.18719 2.00419 -0.70709  -0.0003
N2 -0.32223 -0.63420 -2.62723  0.0302
C1 -1.32810 -0.21711 1.07554  -0.0382
C2 -0.82753 1.03980 0.50522  -0.0388
C3 0.32818 1.45064 1.34736  0.0000
C4 0.77354 2.72816 1.55887  -0.2124
H1 0.34318 3.55841 1.01139  -0.0145
H2 3.23403 3.12815 0.47920  -0.0024
H3 1.50715 2.91003 2.34450  -0.0129
C5 0.70856 0.27581 2.10081  -0.1030
C6 1.95007 0.20243 2.90131  -0.0193
H4 1.85668 0.75290 3.85045  -0.0078
H5 2.78994 0.65252 2.34755  -0.0026
H6 2.22242 -0.83578 3.13970  -0.0006
C7 -0.32365 -0.67398 2.03022  0.0150
C8 -0.50677 -1.75442 3.03358  0.0060
H7 0.35757 -2.43593 3.06430  0.0008
H8 -1.41111 -2.33934 2.83090  0.0002
H9 -0.60770 -1.31920 4.04446  0.0027
C9 -1.64508 2.05322 -0.20951  -0.0079
H10 -2.15373 2.70285 0.52280  -0.0051
H11 -2.41058 1.60345 -0.85585  -0.0004
H12 -1.00519 2.69178 -0.83457  0.0001
C10 -2.74383 -0.67687 1.01499  0.0003
H13 -2.82167 -1.76893 0.92205  -0.0003
H14 -3.28404 -0.22306 0.17530  -0.0001
H15 -3.26760 -0.37695 1.94031  -0.0027
C11 6.14183 1.36461 -1.36659  0.0000
H16 7.17229 1.64045 -1.13597  0.0000
C12 5.89496 0.36680 -2.33792  -0.0002
H17 6.73863 -0.11352 -2.83261  0.0000
C13 4.56792 0.06636 -2.66652  -0.0002
H18 4.34395 -0.73023 -3.37894  0.0000
C14 3.54963 0.78346 -2.06517  0.0011
H19 2.49148 0.63313 -2.30104  0.0012
C15 3.87970 1.77821 -1.06128  -0.0003
C16 2.91671 2.49862 -0.34915  -0.0055
H20 1.90142 2.51817 -0.73585  -0.0014
C17 -1.44273 -1.20999 -2.01544  0.0357
C18 -0.70290 -0.11394 -3.84021  0.0076
H21 0.02750 0.20893 -4.56640  0.0005
C19 -2.06311 -0.20496 -3.95114  0.0039
H22 -2.72395 0.17131 -4.71585  0.0002
N3 -2.52151 -0.93707 -2.85766  0.0170
C20 -3.78349 -1.45067 -2.52455  0.0014
C21 -4.93497 -0.63922 -2.51104  0.0021
C22 -6.09398 -1.18142 -1.94289  -0.0001
H23 -7.00057 -0.57972 -1.93883  0.0000
C23 -6.09888 -2.44484 -1.34737  0.0019
C24 -7.35947 -2.99329 -0.75016  0.0003
H24 -7.13622 -3.56684 0.15559  0.0001
H25 -7.86912 -3.66603 -1.45224  0.0001
H26 -8.04777 -2.17960 -0.50367  0.0000
C25 -4.92034 -3.20586 -1.32308  0.0003
H27 -4.90560 -4.17652 -0.82325  0.0000
C26 -3.75726 -2.73700 -1.94380  0.0037
C27 -2.49271 -3.50361 -2.03619  0.0148
H28 -2.41859 -4.04356 -2.99462  0.0005
H29 -2.36428 -4.21094 -1.21394  0.0003
H30 -1.60825 -2.72459 -2.01867  0.0068
C28 -4.93679 0.77824 -3.00086  0.0003
H31 -4.57737 0.87256 -4.03548  0.0001
H32 -4.34394 1.44949 -2.35670  0.0001
H33 -5.97349 1.13468 -2.96088  0.0000
C29 0.08725 -3.76321 0.32805  0.0159
C30 1.39084 -3.07810 0.25433  0.0118
N4 1.56688 -1.80001 -0.08393  0.0152
C31 2.90749 -1.49045 0.18133  0.0029
C32 3.55018 -2.62761 0.52591  -0.0006
N5 2.57688 -3.62107 0.56377  0.0025
H34 -0.26980 -4.02606 -0.67723  0.0020
H35 0.18660 -4.67947 0.92807  0.0018
H36 -0.66400 -3.11404 0.81413  0.0051
H37 3.25961 -0.47471 0.08926  -0.0005
H38 4.59256 -2.80371 0.74089  -0.0001
H39 2.71368 -4.60524 0.78317  0.0003

E_HOMO (spin up / spin down), eV: -1.67 / -1.67
Lowest unoccupied orbital energy (spin up / spin down), eV: 2.252 / 2.242
2S+1: 2
HOMO-LUMO gap (spin up / spin down), eV: 3.92 / 3.92
Energy relative to the best compared isomer or geometry (same formula, charge and spin), kJ/mol: 0.0
Total charge: -1
Calculated total energy, a.u.: -2365.9020